10 unconnected molecules or ions with the total composition C54H124N4O10, computed with ωB97M-V/def2-TZVPD.

```
192
Properties=species:S:1:pos:R:3:forces:R:3
C 10.273602 5.444199 4.406019 0.443 0.759 0.120
C 8.849822 4.920889 4.746939 0.333 -0.900 -2.174
C 7.815802 5.957659 4.225009 -0.295 -0.150 -0.811
C 8.811602 3.617649 3.822809 -1.424 0.057 1.093
C 7.720602 2.650899 4.195979 -1.125 0.666 -0.099
C 7.749912 2.396399 5.678929 0.221 -1.909 -1.490
C 7.788522 3.517579 6.615279 -0.601 3.084 0.457
C 6.362872 4.205779 6.612769 0.346 -0.519 0.710
C 8.179742 2.966119 8.009899 -0.759 1.306 0.985
N 8.772622 4.555969 6.137989 -0.046 -3.537 -1.844
O 9.139582 5.564529 6.956029 0.011 1.035 1.531
H 10.684862 5.118609 3.450529 -0.503 -0.522 -0.163
H 10.349902 6.523929 4.277709 -0.205 0.216 0.654
H 11.006282 5.109049 5.140159 -0.078 0.089 0.156
H 8.055772 6.193069 3.188139 0.987 0.706 0.076
H 6.804302 5.664339 3.944059 -0.370 -0.900 1.103
H 7.723322 6.849939 4.844179 0.318 0.013 -0.089
H 8.571162 3.912389 2.801329 0.980 0.175 -0.155
H 9.689022 2.992059 3.986729 0.672 0.718 -0.494
H 6.736492 2.997189 3.880199 -0.189 0.399 0.059
H 7.808502 1.708239 3.655819 0.320 -0.130 0.056
H 8.662262 1.812419 5.800159 -0.086 -0.489 0.511
H 6.840382 1.824419 5.862499 0.277 -0.462 0.621
H 5.726552 3.624679 7.280239 -0.277 0.203 0.118
H 5.865852 4.237099 5.643189 0.354 -0.339 -0.186
H 6.397742 5.250099 6.923079 0.190 -0.119 0.398
H 9.170002 2.544499 8.182329 0.076 -0.018 -0.745
H 7.451582 2.290059 8.458019 -0.177 -0.539 -0.785
H 8.073482 3.757499 8.751879 0.354 0.544 -0.083
H 9.981982 5.225789 7.267829 0.249 0.562 0.466
C -6.551718 -0.667951 -2.062501 -0.790 -0.171 -0.186
C -7.824898 -0.291921 -2.867781 -0.163 1.046 2.189
C -8.222208 1.186929 -2.405941 -0.136 -0.393 -1.256
C -7.405838 -0.261111 -4.330421 1.639 -1.089 0.585
C -8.484948 -0.232111 -5.307121 -1.403 -0.232 -0.912
C -9.447678 -1.411181 -5.042221 -0.233 0.752 0.619
C -10.023628 -1.419261 -3.577531 -0.727 0.049 0.450
C -11.069958 -0.303681 -3.381351 -0.299 0.076 -0.977
C -10.620368 -2.830911 -3.318421 0.545 0.163 -0.667
N -8.936628 -1.268901 -2.599841 2.016 -0.591 -0.880
O -9.363788 -1.283011 -1.228931 -0.116 1.109 -0.902
H -5.735738 -0.089741 -2.496011 0.088 0.267 0.513
H -6.740378 -0.472711 -1.006851 0.388 0.171 -0.021
H -6.254278 -1.712051 -2.159951 -0.304 -0.168 -0.166
H -7.430378 1.904059 -2.622291 0.384 -0.209 0.075
H -9.030348 1.507959 -3.063181 -0.206 0.079 0.165
H -8.540038 1.362579 -1.378211 0.058 -0.635 0.033
H -6.555958 0.402949 -4.487951 -0.545 1.043 0.196
H -6.828758 -1.157391 -4.557901 -0.231 -0.839 0.340
H -9.059928 0.693739 -5.290071 -0.093 0.138 0.169
H -8.098558 -0.286091 -6.324901 0.054 -0.157 -0.082
H -9.033898 -2.402071 -5.229281 0.472 0.144 -0.083
H -10.245538 -1.263721 -5.770091 -0.475 -0.322 0.283
H -11.985318 -0.470231 -3.949231 -0.333 -0.735 0.305
H -10.779808 0.614799 -3.891571 0.574 0.240 0.523
H -11.293998 -0.134491 -2.328131 0.039 0.043 -0.146
H -11.276688 -3.105981 -4.144071 -0.418 0.101 0.206
H -11.087508 -2.991661 -2.346811 -0.231 0.371 -0.139
H -9.794798 -3.539531 -3.384661 0.170 -0.045 0.093
H -9.295178 -2.189391 -0.920091 0.304 -0.240 -0.331
C -2.055678 -7.885091 4.468389 1.164 -0.697 -1.275
C -0.985298 -8.006731 3.265389 -0.939 1.058 -0.192
C -1.808198 -8.452351 1.979789 0.197 -0.117 1.069
C -0.389618 -6.570661 2.877469 -0.620 -0.936 -0.011
C 0.596042 -6.001191 3.885539 -0.658 -0.470 0.032
C 1.657042 -7.032091 4.139449 0.001 -0.491 0.444
C 1.231602 -8.512081 4.511139 -0.227 2.300 -0.291
C 2.497472 -9.332311 4.286539 -0.431 -1.173 0.093
C 0.846582 -8.555831 6.044559 0.280 -0.700 -1.145
N 0.150192 -8.924641 3.549379 0.819 0.710 -0.424
O -0.329308 -10.219061 3.868669 -0.435 0.092 0.573
H -1.674548 -7.223041 5.245899 -0.362 0.123 -0.075
H -3.017008 -7.613081 4.032549 0.135 0.634 0.250
H -2.250088 -8.866251 4.901529 0.335 -0.111 0.062
H -2.685988 -7.819021 1.851409 0.020 0.248 0.331
H -1.299058 -8.375821 1.019059 0.534 -0.260 0.257
H -2.207998 -9.454031 2.137569 0.205 -0.136 -0.160
H 0.060922 -6.688371 1.891939 0.649 -0.264 0.079
H -1.207828 -5.905541 2.601349 -0.368 0.070 0.632
H 1.131312 -5.122181 3.526439 -0.336 0.210 -0.155
H 0.147132 -5.732401 4.841739 -0.461 0.117 -0.078
H 2.197362 -6.642741 5.002329 0.659 -0.297 -0.106
H 2.270512 -6.992511 3.239339 0.395 -0.552 0.145
H 2.965842 -9.308201 3.302599 -0.346 0.576 -0.167
H 2.216572 -10.378361 4.408849 0.252 -0.276 0.367
H 3.257452 -9.086901 5.028379 -0.086 0.013 0.004
H 0.426632 -7.627771 6.432419 -0.224 -0.106 -0.212
H 1.740382 -8.783761 6.625309 0.057 0.134 0.009
H 0.182552 -9.410731 6.172219 -0.257 0.209 0.230
H 0.240442 -10.830041 3.395709 0.045 0.100 -0.294
C -0.056458 6.224329 4.881309 -0.272 -0.749 -1.607
C -0.824808 5.899529 3.505719 0.122 2.144 1.572
C 0.174362 5.888049 2.359889 -0.239 -0.449 -0.659
C -1.535738 4.614059 3.758999 -0.267 -1.587 -0.669
C -2.577708 4.224839 2.716019 -1.585 1.263 0.160
C -3.633728 5.390359 2.481659 2.419 -0.361 -0.236
C -2.975048 6.844719 2.330579 0.195 -1.503 0.071
C -2.530638 7.153669 0.866849 -0.631 0.770 0.145
C -4.113368 7.781309 2.711019 -0.684 0.879 -0.372
N -1.886008 6.953989 3.351179 -0.745 -1.218 0.580
O -1.347378 8.251199 3.437929 0.142 0.121 -0.650
H 0.737552 6.934549 4.650559 -0.361 0.455 0.573
H -0.771068 6.443409 5.674669 0.094 0.698 -0.179
H 0.447342 5.329259 5.246189 0.088 -0.282 -0.318
H 0.526052 6.877379 2.067249 -0.001 0.122 0.419
H 1.030442 5.242959 2.557579 0.068 0.040 0.189
H -0.305398 5.492799 1.464499 0.001 -0.181 -0.045
H -0.764768 3.844389 3.795339 0.084 -0.235 0.073
H -2.003938 4.608409 4.743299 -0.058 0.287 0.042
H -2.192838 3.880379 1.756159 0.369 0.214 0.043
H -3.258338 3.445139 3.057929 0.519 -0.508 0.251
H -4.348598 5.386079 3.304489 0.108 0.157 0.041
H -4.128718 5.030329 1.579729 -0.388 0.782 -0.139
H -1.605428 6.785459 0.423569 -0.157 -0.692 0.548
H -2.408178 8.232089 0.766239 -0.077 0.213 0.167
H -3.374888 6.906459 0.223249 0.077 -0.141 -0.202
H -4.461548 7.710239 3.741469 0.708 0.039 0.276
H -5.050828 7.581749 2.191929 0.150 -0.546 -0.589
H -3.926868 8.815479 2.421519 0.346 0.146 0.430
H -1.614828 8.538409 4.314039 -0.020 0.113 0.078
C 5.578842 4.499869 -2.686211 -0.345 1.092 -0.443
C 4.508122 4.474989 -3.839701 2.283 1.174 -0.047
C 5.228892 4.376049 -5.212621 -1.082 0.399 0.211
O 3.870592 3.295929 -3.703001 -1.468 -2.880 0.633
H 5.233542 4.226559 -1.689131 -0.700 0.260 -0.110
H 6.046022 5.482429 -2.619781 0.270 -0.076 0.033
H 6.339182 3.744059 -2.883011 0.216 0.081 -0.447
H 3.714942 5.221309 -3.795521 0.508 0.599 0.032
H 5.740462 5.291899 -5.508591 0.352 -0.314 -0.073
H 4.477152 4.104399 -5.953691 -0.296 0.562 -0.136
H 5.801602 3.448669 -5.220991 0.796 0.390 0.279
H 4.633332 2.760229 -3.473101 -0.586 -1.298 0.062
C -1.742708 3.827079 -7.217421 -0.221 -0.255 0.302
C -0.707478 4.055219 -6.157811 2.112 0.603 0.648
C -1.005148 5.227359 -5.200011 -0.115 0.160 -0.002
O -0.370188 2.830489 -5.456551 -1.394 -0.225 -0.130
H -1.419528 3.041829 -7.900821 -0.179 -0.029 0.045
H -1.938428 4.735709 -7.786791 0.208 0.068 0.038
H -2.679978 3.566469 -6.725801 -0.117 -0.269 -0.137
H 0.262432 4.273269 -6.604821 -0.097 0.534 -0.650
H -0.516208 5.054679 -4.241251 -0.388 -0.204 0.183
H -2.065728 5.458589 -5.101021 -0.165 -0.533 0.410
H -0.606998 6.198229 -5.494981 0.351 -0.158 -0.650
H 0.420232 2.959499 -4.927211 0.055 0.241 -0.043
C 1.055842 -2.239631 -7.259641 -0.767 -0.028 -1.342
C -0.482168 -2.416801 -7.108351 2.713 0.441 0.694
C -0.900918 -3.865861 -6.990691 -0.760 0.691 0.183
O -0.855648 -1.775631 -5.884981 -0.785 -0.399 0.057
H 1.248722 -1.177141 -7.408001 0.252 0.162 0.649
H 1.289572 -2.613571 -8.256461 0.315 -0.481 -0.061
H 1.707172 -2.717881 -6.528111 -0.298 0.167 0.157
H -0.840538 -1.895271 -7.995871 -0.837 -0.146 0.057
H -0.387338 -4.334561 -6.151251 0.065 -0.028 -0.094
H -0.787468 -4.453651 -7.901601 0.134 0.168 0.039
H -1.957478 -3.782921 -6.735941 -0.172 -0.565 -0.013
H -0.737078 -0.823721 -5.922591 0.143 0.070 -0.271
C -4.170338 -5.870461 -2.969301 -1.350 0.633 -0.982
C -5.715708 -5.907711 -3.191231 1.114 -1.175 -0.185
C -6.171278 -6.318491 -4.611001 0.000 1.206 0.080
O -6.195868 -6.897271 -2.311691 -0.924 -0.190 0.879
H -3.920388 -5.765081 -1.913591 -0.140 0.038 -0.104
H -3.824378 -5.009471 -3.541241 0.615 -0.106 0.038
H -3.763178 -6.801201 -3.364321 0.261 0.067 -0.025
H -6.168728 -4.959731 -2.901051 -0.022 -0.037 0.025
H -6.089978 -7.385621 -4.817681 0.344 0.002 0.172
H -5.653978 -5.741311 -5.377391 0.230 -0.135 -0.105
H -7.222198 -6.057121 -4.734891 -0.119 -0.116 0.142
H -5.815218 -7.729001 -2.603111 -0.014 -0.152 0.069
C 6.037292 -3.711121 -1.460281 0.443 -0.040 -0.254
C 6.586532 -2.353281 -1.074651 0.292 1.056 -0.596
C 8.086402 -2.239791 -1.120601 1.375 -0.383 0.245
O 6.159922 -1.415891 -2.065541 -0.149 0.374 -0.401
H 4.974892 -3.682241 -1.702311 -0.161 0.002 0.536
H 6.291672 -4.516491 -0.771241 -0.214 0.085 0.111
H 6.503962 -3.936161 -2.419271 0.186 -0.181 -0.051
H 6.317352 -1.901521 -0.119891 -0.598 -0.740 0.416
H 8.595152 -2.974381 -0.496391 -0.220 -0.243 0.183
H 8.461942 -1.282631 -0.758771 -0.394 0.202 0.025
H 8.533062 -2.355941 -2.108081 -0.440 -0.125 -0.271
H 5.216382 -1.517361 -2.210581 -0.198 0.028 0.064
C -0.273398 -1.350011 -0.476221 0.710 0.734 0.162
C 0.963112 -0.553941 -0.915091 0.646 -0.493 0.150
C 1.892952 -0.189661 0.248039 -0.675 -1.172 1.203
O 1.680142 -1.409321 -1.809821 0.318 0.385 -0.153
H -0.858938 -0.693411 0.167299 -0.370 -0.418 0.096
H 0.067292 -2.258881 0.019749 -0.120 0.107 0.318
H -0.840028 -1.673201 -1.349491 -0.203 0.256 -0.007
H 0.665332 0.367849 -1.414831 -0.110 0.085 -0.235
H 2.779682 0.437189 0.153849 -0.464 0.287 -0.660
H 2.258132 -1.093041 0.736559 0.269 -0.566 -0.506
H 1.263602 0.125499 1.080329 -0.071 0.924 -0.115
H 1.023702 -1.717031 -2.439111 0.124 -0.145 -0.306
```
Forces are in eV/Å.

For the largest force on an atom, the calculation gives 0.0776 hartree/bohr. As for the energy relative to the best compared isomer or geometry (same formula, charge and spin): 6.636 eV. The value obtained for the HOMO-LUMO gap is 8.102 eV. The calculation puts the lowest unoccupied orbital energy at 0.17 eV. The highest occupied orbital energy comes out at -7.93 eV.